Entry 1:
A gas-phase ion, C12H18FNO6P (charge +1), computed with wB97M-V/def2-TZVPD.

Bonds (Å) are listed after each position.
Geometry (Å):
1 C -2.52492 3.59617 0.63925  C2 1.610, H22 1.116, H23 1.125, H24 1.131
2 C -2.22250 2.02104 0.77927  C1 1.610, C3 1.569, H25 1.124, H26 1.130
3 C -0.69406 1.83642 0.47513  C2 1.569, F4 1.421, C5 1.565, H27 1.127
4 F 0.04259 2.68665 1.34335  C3 1.421
5 C -0.14606 0.38849 0.70394  C3 1.565, N6 1.383, C17 1.490
6 N -0.73866 -0.52904 1.55201  C5 1.383, C7 1.393, H28 1.028
7 C -0.23235 -1.80753 1.77211  N6 1.393, P8 1.884, C12 1.473
8 P -1.18565 -2.93423 2.94348  C7 1.884, O9 1.478, O10 1.649, O11 1.676
9 O -0.42322 -2.99203 4.20830  P8 1.478
10 O -1.43804 -4.43944 2.31788  P8 1.649, H29 0.981
11 O -2.69698 -2.23375 3.12573  P8 1.676, H30 0.983
12 C 1.00882 -2.24014 1.10773  C7 1.473, C13 1.490, H31 1.116
13 C 1.69736 -1.31553 0.16299  C12 1.490, C14 1.550, C17 1.473
14 C 2.99634 -1.81669 -0.51710  C13 1.550, O15 1.207, O16 1.393
15 O 3.98140 -1.12313 -0.59326  C14 1.207
16 O 3.10178 -3.10734 -1.02962  C14 1.393, H32 0.982
17 C 1.09298 0.01378 -0.03400  C5 1.490, C13 1.473, C18 1.576
18 C 1.80745 0.99457 -1.03975  C17 1.576, C19 1.595, H33 1.128, H34 1.128
19 C 1.36039 0.53727 -2.50101  C18 1.595, C20 1.586, O21 1.432, H35 1.137
20 C 0.12829 1.35777 -3.06996  C19 1.586, H36 1.121, H37 1.124, H38 1.130
21 O 2.44165 0.52401 -3.43969  C19 1.432, H39 0.976
22 H -2.74241 4.08318 1.61991  C1 1.116
23 H -3.34141 3.73577 -0.12129  C1 1.125
24 H -1.62480 4.12262 0.20044  C1 1.131
25 H -2.53122 1.65458 1.79576  C2 1.124
26 H -2.86091 1.53830 -0.01890  C2 1.130
27 H -0.51596 2.15977 -0.58941  C3 1.127
28 H -1.59521 -0.26146 2.05278  N6 1.028
29 H -1.63309 -4.41567 1.35634  O10 0.981
30 H -3.14161 -2.25488 2.24920  O11 0.983
31 H 1.39388 -3.26343 1.33162  C12 1.116
32 H 4.05427 -3.31786 -0.91488  O16 0.982
33 H 1.51286 2.06809 -0.85496  C18 1.128
34 H 2.92749 0.97430 -0.91053  C18 1.128
35 H 0.99388 -0.53446 -2.40402  C19 1.137
36 H 0.36916 2.44987 -3.14127  C20 1.121
37 H -0.75694 1.12670 -2.41661  C20 1.124
38 H -0.11378 0.92537 -4.08524  C20 1.130
39 H 2.24919 -0.20811 -4.05573  O21 0.976

Calculated values
LUMO energy = -5.508 eV
HOMO level = -13.40 eV
charge = +1
SMILES string = CC[C@@H](F)c1[nH+]c(P(=O)(O)O)cc(C(=O)O)c1C[C@@H](C)O

=====

Entry 2:
2 unconnected molecules or ions with the total composition C3H9BO2S, computed with wB97M-V/def2-TZVPD.

Bonds (Å) are listed after each position.
Geometry (Å):
1 B 1.93056 0.38392 -0.11053  C3 1.534, O5 1.387, O6 1.314
2 C -1.89798 -0.95442 0.10381  C4 1.529, H8 1.128, H9 1.154, H10 1.148
3 C 0.82062 -0.29113 -0.92681  B1 1.534, H11 1.176, H12 1.084
4 C -0.86765 0.16264 0.26792  C2 1.529, S7 1.803, H13 1.091
5 O 1.75822 1.74865 -0.28854  B1 1.387, H14 0.914
6 O 2.73156 -0.39742 0.57753  B1 1.314, H15 0.977
7 S -1.38864 1.84896 -0.10148  C4 1.803, H16 1.338
8 H -2.57254 -0.92464 -0.79954  C2 1.128
9 H -1.40910 -1.99840 0.16149  C2 1.154
10 H -2.54963 -1.00814 1.04722  C2 1.148
11 H 0.82403 0.27135 -1.95936  C3 1.176
12 H 0.71376 -1.31553 -1.26631  C3 1.084
13 H -0.54123 0.10158 1.30743  C4 1.091
14 H 2.36341 2.36119 0.01729  O5 0.914
15 H 3.22303 -0.03139 1.33788  O6 0.977
16 H -0.14174 2.33281 -0.13240  S7 1.338

Calculated values
LUMO energy = 0.163 eV
HOMO level = -8.23 eV
charge = 0
relative energy (zero: lowest compared OMol25 entry of this formula, charge and spin) = 1.926 eV